[1]
Formula: C26H23As2BrGaO5S2
Source: the OMol25 dataset
Level of theory: wB97M-V/def2-TZVPD

```
60
C26H23As2BrGaO5S2 wB97M-V/def2-TZVPD
Br -2.653 3.476 -0.879
As -0.272 0.717 1.205
As 1.364 -2.726 -3.038
Ga -1.256 1.763 -1.626
S 0.700 -1.442 -1.557
S 0.922 2.358 -1.593
O -2.278 0.167 -1.312
O -1.409 1.415 -3.512
O -1.858 -0.376 -5.946
O -3.732 -2.475 -5.012
O -3.520 -2.522 -2.057
C -2.195 3.911 3.256
C 3.106 -2.269 -3.741
C -3.125 -1.644 -2.793
C 1.685 -2.337 3.287
C -2.802 1.359 2.378
C 1.224 -1.458 2.321
C -2.486 -0.371 -2.475
C -3.150 -1.676 -4.323
C -2.030 0.275 -3.622
C 1.283 1.891 1.192
C -3.469 3.400 3.450
C 1.642 2.552 0.015
C 1.209 -2.254 4.590
C -2.278 -0.522 -4.815
C -3.772 2.119 3.010
C -1.513 1.858 2.197
C 2.040 2.092 2.346
C 1.563 -4.564 -2.476
C 3.138 2.934 2.357
C -0.187 -0.401 3.952
C -1.220 3.144 2.633
C 3.489 3.598 1.187
C 0.291 -0.475 2.650
C 0.270 -1.289 4.918
C 0.247 -2.838 -4.603
C 2.749 3.411 0.037
H -1.959 4.916 3.580
H -3.054 0.373 1.998
H -0.232 3.560 2.476
H -4.230 4.005 3.927
H 1.994 -5.157 -3.282
H 0.133 -1.842 -5.032
H 0.582 -4.953 -2.206
H -0.736 -3.209 -4.314
H 3.017 3.929 -0.874
H 3.450 -3.024 -4.447
H 1.567 -2.943 5.345
H 3.029 -1.301 -4.234
H 2.212 -4.588 -1.601
H 4.342 4.265 1.171
H 0.698 -3.512 -5.330
H 1.759 1.577 3.257
H -0.109 -1.222 5.930
H -0.914 0.357 4.220
H 3.799 -2.187 -2.905
H -4.769 1.721 3.138
H 3.711 3.070 3.265
H 1.579 -1.538 1.298
H 2.412 -3.094 3.022
```

The calculation puts the HOMO energy at -0.191 Eh. Its relative energy (zero: lowest compared OMol25 entry of this formula, charge and spin) is 0.0000 eV. The calculation puts the HOMO-LUMO gap at 7.60 eV. As for the total charge: -1.

[2]
Formula: C30H46BMgN9O2S5
Source: the OMol25 dataset
Level of theory: wB97M-V/def2-TZVPD

```
94
C30H46BMgN9O2S5 wB97M-V/def2-TZVPD
S 2.157 -0.894 1.807
S -0.497 -0.393 -2.728
S 4.647 2.375 1.024
S 0.052 1.177 0.721
S -1.032 -2.417 0.674
Mg 0.911 -0.713 -0.461
O 6.019 2.132 1.117
O 4.261 3.406 0.122
N -2.300 -2.436 -3.179
N -2.081 -1.179 2.914
N 3.839 0.925 0.711
N -0.887 3.168 -0.843
N -2.687 -0.284 1.040
N 1.611 -2.841 -1.055
N 2.685 -0.217 -1.529
N -2.264 1.447 -0.783
N -2.909 -1.001 -1.685
C -0.376 -3.696 -3.840
C -1.649 -3.025 -4.368
C 2.621 -2.605 -2.087
C -1.955 3.434 -1.691
C -0.675 -3.180 3.697
C -3.244 0.468 2.021
C 0.421 3.988 -0.874
C 2.119 1.522 3.922
C 0.305 5.248 -1.723
C -1.384 -1.937 -5.454
C 2.289 2.490 4.910
C -1.481 -1.891 4.076
C 3.328 3.464 4.772
C 2.988 1.529 2.817
C 3.520 -1.430 -1.812
C 0.894 4.437 0.467
C -2.791 2.403 -1.626
C 3.094 0.550 1.703
C -2.505 -4.066 -5.070
C -1.943 -1.279 1.560
C 1.482 3.038 -1.625
C -3.926 -1.927 -1.786
C -2.591 -2.137 5.036
C -0.432 -0.954 4.764
C 4.106 3.560 3.645
C -1.917 -1.318 -2.519
C 3.889 2.616 2.649
C -3.550 -2.848 -2.695
C -1.059 1.943 -0.334
C -2.891 -0.057 3.200
B -2.971 0.144 -0.441
H -3.737 2.244 -2.169
H 3.284 -3.465 -2.185
H 1.532 2.071 -1.119
H 3.646 4.138 5.580
H -2.289 -1.403 -5.574
H -3.129 0.303 4.172
H 0.420 -0.836 4.175
H 0.296 -3.133 3.248
H -2.188 -2.846 5.834
H 4.327 -1.278 -2.596
H -2.880 -4.842 -4.308
H -2.152 4.319 -2.205
H 4.862 4.326 3.506
H -4.819 -1.911 -1.199
H -4.154 0.310 -0.437
H -0.555 -4.260 -2.871
H -1.042 -2.304 -6.395
H 0.083 5.208 -2.799
H 0.468 -3.008 -3.648
H 1.099 3.662 1.185
H -0.534 -3.587 4.598
H 1.975 4.802 0.286
H 1.762 2.474 5.830
H 0.908 -3.366 -1.489
H -1.902 -4.591 -5.815
H 2.438 0.147 -2.474
H 2.130 -2.523 -3.050
H 1.354 5.754 -1.701
H -0.010 -4.421 -4.642
H 3.269 0.459 -1.096
H 2.495 3.502 -1.536
H 1.374 0.732 4.006
H -0.847 0.035 4.865
H 1.159 2.921 -2.702
H -0.238 -1.327 5.704
H -1.208 -3.950 3.086
H -0.358 5.911 -1.171
H -3.908 1.279 1.828
H 0.302 5.181 1.010
H -3.367 -2.686 4.616
H 4.054 -1.647 -0.838
H -3.285 -3.595 -5.666
H -0.627 -1.238 -5.094
H -3.139 -1.266 5.429
H 1.934 -3.294 -0.263
H -4.047 -3.736 -3.074
```

The calculation puts the HOMO energy at -0.274 Eh. Its relative energy (zero: lowest compared OMol25 entry of this formula, charge and spin) is 1.4557 eV. The calculation puts the HOMO-LUMO gap at 7.74 eV. As for the total charge: 0.

[3]
Formula: C5H42N2O14
Source: the OMol25 dataset
Level of theory: wB97M-V/def2-TZVPD

```
63
C5H42N2O14 wB97M-V/def2-TZVPD
O 3.416 0.337 2.500
O -2.809 -2.723 -0.058
O 1.946 3.150 -1.725
O -4.424 0.085 -0.063
O -2.087 -1.784 2.311
O 1.959 1.922 1.428
O 0.119 -3.868 -0.546
O 2.519 0.500 -1.822
O 1.419 -2.418 -2.250
O -0.306 3.542 1.162
O -2.041 2.624 3.015
O -3.477 0.104 3.238
O 1.457 1.446 -4.412
O 4.397 -0.225 0.169
N 1.123 -0.725 0.651
N 0.867 -2.905 1.936
C -0.304 0.127 -1.441
C -1.686 0.842 -1.690
C -0.310 -0.648 -0.049
C 1.218 -1.377 1.931
C -1.895 1.606 -3.000
H 3.383 0.547 -1.422
H -0.844 -1.607 -0.200
H -2.828 2.221 -2.753
H -4.323 1.010 -0.252
H 0.135 -4.795 -0.569
H 1.713 -3.366 1.479
H -1.041 -0.194 0.609
H -0.711 -3.742 -0.176
H 1.107 -2.219 -3.068
H -2.733 2.868 2.440
H 0.779 1.205 -3.874
H -1.447 -1.923 3.070
H -1.724 1.535 -0.713
H -3.957 0.223 2.522
H -2.250 1.044 -3.779
H 2.845 3.397 -2.013
H -2.686 -1.033 2.540
H 0.369 4.159 1.427
H 4.240 0.045 1.098
H 0.555 0.800 -1.373
H -3.740 -2.615 -0.214
H 2.078 2.199 -1.885
H 0.834 -2.828 -1.537
H 2.528 -0.001 2.696
H -0.026 2.976 0.479
H 2.331 1.247 -3.920
H 2.248 -1.336 2.319
H 0.442 -1.003 2.634
H 2.286 -0.325 -2.319
H -2.489 0.161 -1.649
H 1.371 1.153 1.183
H -2.499 -2.609 0.893
H 3.431 1.263 2.814
H 2.144 2.555 0.735
H 0.107 -3.097 1.331
H -3.629 -0.420 -0.266
H 4.435 -1.111 0.132
H -1.183 2.723 2.734
H -1.017 2.141 -3.358
H -0.173 -0.546 -2.327
H -2.816 0.990 3.260
H 1.653 -1.302 -0.013
```

The calculation puts the HOMO energy at -0.336 Eh. Its relative energy (zero: lowest compared OMol25 entry of this formula, charge and spin) is 6.1121 eV. The calculation puts the HOMO-LUMO gap at 9.34 eV. As for the total charge: 0.

[4]
Formula: C5H13NO2
Source: the OMol25 dataset
Level of theory: wB97M-V/def2-TZVPD

```
21
C5H13NO2 wB97M-V/def2-TZVPD
O -2.288 0.952 -0.905
O -0.212 -0.799 -3.468
N 1.542 -0.689 -0.247
C 0.392 -1.204 -2.388
C -0.031 -0.351 1.659
C -0.973 0.797 2.135
C 1.201 0.126 0.927
C 0.975 -0.110 -1.488
H -1.657 0.332 -1.308
H 0.142 0.516 -1.206
H -0.653 -0.963 1.004
H -1.709 0.349 2.801
H 0.641 -2.245 -2.155
H 1.726 0.394 -2.116
H -0.377 1.541 2.662
H 1.088 1.168 0.676
H -1.473 1.052 1.202
H 2.540 -0.640 -0.297
H -3.012 0.821 -1.533
H 2.060 0.062 1.598
H 0.077 -1.111 2.446
```

The calculation puts the HOMO energy (spin up / spin down) at 0.008 / -0.114 Eh. The expectation value of S² is 0.754. Its multiplicity is 2. Its relative energy (zero: lowest compared OMol25 entry of this formula, charge and spin) is 2.0247 eV. The calculation puts the HOMO-LUMO gap (spin up / spin down) at 3.57 / 6.88 eV. As for the total charge: -1.

Number 1: calculated total energy -303344.183 eV. Number 2: calculated total energy -109666.181 eV. Number 3: calculated total energy -37508.722 eV. Number 4: calculated total energy -10978.909 eV.